No. 1
ORCA calculation (wB97M-V/def2-TZVPD) on an isolated molecule of C7H9NO3.

Computed properties:
HOMO energy = -7.4 eV
gap between HOMO and LUMO = 5.80 eV
2S+1 = 1

Positions of all 20 atoms, in Å:
C (2.072, -0.377, -0.856)
C (1.641, 0.129, 0.334)
C (1.538, -0.209, -2.108)
C (-1.513, -0.031, -0.354)
C (0.572, 1.138, 0.525)
C (-0.829, 0.572, 0.874)
C (-0.797, -0.453, 2.007)
N (-0.625, -0.285, -1.346)
O (1.443, -0.117, -3.248)
O (-1.201, -0.845, -2.483)
O (-2.717, -0.251, -0.427)
H (2.938, -1.033, -0.856)
H (2.158, -0.199, 1.224)
H (0.877, 1.784, 1.352)
H (0.459, 1.745, -0.374)
H (-1.457, 1.415, 1.189)
H (-0.433, 0.000, 2.928)
H (-0.156, -1.297, 1.757)
H (-1.805, -0.824, 2.173)
H (-2.165, -0.863, -2.313)

Löwdin population analysis, charges in e, atoms 1 to 5: C -0.04; C -0.01; C -0.08; C -0.54; C -0.15

---

No. 2
ORCA calculation (wB97M-V/def2-TZVPD) on an isolated ion of composition C7H9NO3P and charge -1.

Computed properties:
HOMO energy = -4.1 eV
gap between HOMO and LUMO = 7.32 eV
2S+1 = 1
charge = -1

Positions of all 21 atoms, in Å:
C (1.196, -2.044, 0.652)
C (0.104, -2.684, 0.119)
C (1.358, -0.666, 0.578)
C (-0.909, -1.873, -0.456)
C (0.298, 0.063, 0.074)
C (1.595, 2.254, -0.520)
C (0.272, 1.595, -0.121)
N (-0.838, -0.513, -0.377)
O (-3.658, -0.640, -0.143)
O (-2.040, 0.836, 1.394)
O (-2.492, 1.491, -1.032)
P (-2.596, 0.442, 0.069)
H (1.944, -2.723, 0.896)
H (-0.079, -3.701, 0.315)
H (2.250, -0.183, 1.046)
H (-1.787, -2.411, -0.850)
H (2.404, 1.731, 0.135)
H (1.471, 3.365, -0.439)
H (1.976, 1.907, -1.559)
H (-0.629, 1.784, -0.676)
H (0.161, 1.970, 0.895)

Löwdin population analysis, charges in e, atoms 1 to 5: C -0.09; C -0.07; C -0.02; C -0.05; C -0.23

---

No. 3
ORCA calculation (wB97M-V/def2-TZVPD) on an isolated molecule of C7H9NO3S.

Computed properties:
HOMO energy = -8.6 eV
gap between HOMO and LUMO = 9.17 eV
2S+1 = 1
structure (SMILES) = COC(=O)CCn1sccc1=O

Positions of all 21 atoms, in Å:
C (-0.196, 3.491, 2.384)
C (0.071, 1.293, 1.639)
C (0.252, 0.470, 0.357)
C (-0.405, -0.901, 0.421)
C (1.041, -3.012, -2.508)
C (0.003, -2.312, -2.995)
C (-0.660, -1.468, -1.961)
H (0.588, 3.405, 3.170)
H (-0.211, 4.457, 1.901)
H (-1.191, 3.205, 2.736)
H (1.311, 0.325, 0.179)
H (-0.190, 1.065, -0.471)
H (-1.464, -0.822, 0.455)
H (-0.134, -1.414, 1.327)
H (1.689, -3.684, -3.057)
H (-0.342, -2.377, -4.009)
N (-0.003, -1.681, -0.765)
O (0.092, 2.586, 1.342)
O (0.014, 0.803, 2.708)
O (-1.609, -0.695, -2.031)
S (1.342, -2.734, -0.823)

Löwdin population analysis, charges in e, atoms 1 to 5: C -0.04; C -0.53; C -0.06; C -0.17; C -0.39

---

No. 4
ORCA calculation (wB97M-V/def2-TZVPD) on an isolated ion of composition C7H9O3 and charge -1.

Computed properties:
HOMO energy = -4.6 eV
gap between HOMO and LUMO = 8.43 eV
2S+1 = 1
charge = -1
structure (SMILES) = C#C[C@H](C)[C@@](C)(O)C(=O)[O-]

Positions of all 19 atoms, in Å:
C (-0.974, 2.071, 1.905)
C (-0.529, 1.570, 0.939)
C (0.851, -1.528, -1.097)
C (-0.942, 0.956, -1.410)
C (1.213, -0.755, 1.321)
C (-0.031, 0.970, -0.239)
C (0.303, -0.829, 0.115)
O (1.861, -1.192, -1.640)
O (-0.012, -2.428, -1.453)
O (-0.919, -1.401, 0.445)
H (-1.302, 2.695, 2.699)
H (-1.161, 1.831, -1.899)
H (-0.560, 0.350, -2.313)
H (-2.054, 0.578, -1.216)
H (1.839, -1.629, 1.208)
H (1.833, 0.176, 1.179)
H (0.745, -0.687, 2.395)
H (0.880, 1.366, -0.556)
H (-1.041, -2.113, -0.382)

Löwdin population analysis, charges in e, atoms 1 to 5: C 0.10; C -0.17; C -0.69; C -0.11; C -0.05

---

No. 5
ORCA calculation (wB97M-V/def2-TZVPD) on an isolated ion of composition C7H9O3S2 and charge -1.

Computed properties:
HOMO energy (spin up / spin down) = -4.2 / -4.2 eV
gap between HOMO and LUMO (spin up / spin down) = 6.46 / 6.46 eV
2S+1 = 1
charge = -1

Positions of all 21 atoms, in Å:
C (0.225, -1.892, 1.279)
C (0.297, -2.612, 0.161)
C (0.033, 0.861, -0.598)
C (1.370, 0.875, -0.451)
C (-0.589, -0.628, 1.405)
C (-0.874, 0.059, 0.128)
C (2.284, 1.684, -1.311)
O (-3.469, -0.399, 0.486)
O (-2.317, 1.703, 1.002)
O (-2.825, 1.127, -1.327)
S (-0.435, -2.185, -1.337)
S (-2.570, 0.636, 0.013)
H (0.719, -2.236, 2.178)
H (0.849, -3.542, 0.142)
H (-0.442, 1.475, -1.353)
H (1.833, 0.227, 0.281)
H (-1.566, -0.867, 1.845)
H (-0.067, 0.053, 2.088)
H (3.247, 1.836, -0.827)
H (2.457, 1.170, -2.259)
H (1.842, 2.653, -1.544)

Löwdin population analysis, charges in e, atoms 1 to 5: C -0.23; C -0.66; C -0.16; C -0.11; C -0.22

---

No. 6
ORCA calculation (wB97M-V/def2-TZVPD) on C7H9O7PRu as an isolated structure.

Computed properties:
HOMO energy (spin up / spin down) = -21.1 / -21.1 eV
gap between HOMO and LUMO (spin up / spin down) = 8.14 / 3.86 eV
<S²> = 8.777
2S+1 = 6
charge = +3

Positions of all 25 atoms, in Å:
O (0.446, -3.015, -0.115)
C (0.710, -1.874, -0.010)
Ru (1.334, 0.010, 0.399)
O (-4.117, 0.079, -2.417)
C (-3.087, 0.102, -1.935)
C (2.344, -0.011, -1.209)
O (3.192, -0.037, -2.053)
C (0.669, 1.973, -0.049)
O (0.431, 3.113, -0.120)
C (0.422, -2.400, 3.047)
O (-0.272, -1.209, 2.600)
P (0.540, 0.264, 2.727)
O (0.707, 0.348, 4.408)
C (-0.392, 0.262, 5.386)
O (-0.652, 1.378, 2.537)
C (-2.046, 1.038, 2.487)
H (1.172, -2.798, 2.289)
H (-0.323, -3.137, 3.282)
H (1.016, -2.207, 3.960)
H (-1.147, -0.479, 5.134)
H (0.067, -0.050, 6.356)
H (-0.852, 1.220, 5.564)
H (-2.222, -0.033, 2.356)
H (-2.522, 1.381, 3.423)
H (-2.494, 1.563, 1.653)

Löwdin population analysis, charges in e, atoms 1 to 5: O 0.25; C -0.05; Ru 1.11; O 0.05; C -0.03

---

No. 7
ORCA calculation (wB97M-V/def2-TZVPD) on a 15-piece molecular cluster, C80H190B5F20N10O5 overall.

Computed properties:
HOMO energy = -16.5 eV
gap between HOMO and LUMO = 9.28 eV
2S+1 = 1
charge = +5

Positions of all 310 atoms, in Å:
C (-27.534, 4.253, 7.677)
C (-28.462, 3.095, 7.369)
C (-27.641, 1.815, 7.708)
N (-28.374, 0.500, 7.495)
C (-29.694, 0.558, 8.330)
C (-28.745, 0.192, 6.002)
C (-28.462, -1.334, 5.864)
C (-27.244, -1.545, 6.728)
C (-27.530, -0.680, 7.965)
H (-26.659, 4.073, 7.054)
H (-27.191, 4.095, 8.701)
H (-27.948, 5.233, 7.451)
H (-28.659, 3.157, 6.279)
H (-29.321, 3.097, 8.025)
H (-27.448, 1.842, 8.755)
H (-26.719, 1.742, 7.114)
H (-30.221, 1.485, 8.138)
H (-29.405, 0.513, 9.378)
H (-30.266, -0.317, 8.093)
H (-29.799, 0.436, 5.866)
H (-28.068, 0.784, 5.408)
H (-29.338, -1.860, 6.288)
H (-28.420, -1.532, 4.769)
H (-27.067, -2.573, 7.079)
H (-26.349, -1.162, 6.185)
H (-28.069, -1.260, 8.703)
H (-26.682, -0.294, 8.526)
C (-37.258, 4.735, 2.161)
C (-38.683, 5.323, 2.345)
C (-39.129, 6.115, 1.157)
N (-40.410, 6.931, 1.267)
C (-40.635, 7.654, -0.079)
C (-40.357, 7.997, 2.418)
C (-41.467, 7.603, 3.379)
C (-41.780, 6.088, 3.158)
C (-41.622, 6.049, 1.599)
H (-36.535, 5.518, 1.963)
H (-37.206, 4.079, 1.304)
H (-37.002, 4.207, 3.066)
H (-38.736, 6.001, 3.199)
H (-39.404, 4.503, 2.397)
H (-39.210, 5.485, 0.261)
H (-38.422, 6.937, 0.973)
H (-41.453, 8.327, 0.069)
H (-41.005, 6.918, -0.777)
H (-39.744, 8.227, -0.384)
H (-40.530, 8.965, 1.954)
H (-39.376, 7.937, 2.919)
H (-42.487, 8.038, 3.179)
H (-41.156, 7.838, 4.407)
H (-42.806, 5.776, 3.410)
H (-41.124, 5.352, 3.719)
H (-42.498, 6.480, 1.164)
H (-41.536, 5.086, 1.072)
C (-31.884, 10.610, -2.865)
C (-31.631, 11.453, -1.626)
C (-30.393, 11.047, -0.811)
N (-30.544, 9.828, 0.038)
C (-30.961, 8.651, -0.711)
C (-31.412, 10.119, 1.232)
C (-31.200, 8.960, 2.134)
C (-29.638, 8.756, 1.975)
C (-29.213, 9.586, 0.769)
H (-32.293, 11.195, -3.697)
H (-32.606, 9.806, -2.650)
H (-31.043, 10.088, -3.274)
H (-32.558, 11.579, -1.052)
H (-31.321, 12.426, -1.964)
H (-30.085, 11.872, -0.146)
H (-29.519, 10.891, -1.453)
H (-31.976, 8.893, -0.966)
H (-30.989, 7.753, -0.098)
H (-30.374, 8.587, -1.633)
H (-32.413, 10.291, 0.939)
H (-30.950, 10.985, 1.727)
H (-31.801, 8.114, 1.796)
H (-31.490, 9.235, 3.137)
H (-29.317, 7.741, 1.870)
H (-29.153, 9.065, 2.890)
H (-28.521, 9.142, 0.102)
H (-28.756, 10.488, 1.069)
C (-26.193, 8.864, 4.475)
C (-26.090, 9.334, 5.882)
C (-25.598, 8.152, 6.801)
N (-25.517, 8.508, 8.250)
C (-26.758, 9.245, 8.753)
C (-25.390, 7.225, 9.080)
C (-24.245, 7.520, 10.110)
C (-24.059, 9.058, 10.052)
C (-24.312, 9.328, 8.572)
H (-26.936, 9.447, 3.880)
H (-26.670, 7.921, 4.375)
H (-25.220, 8.863, 4.001)
H (-27.104, 9.637, 6.184)
H (-25.402, 10.202, 6.025)
H (-24.573, 7.820, 6.583)
H (-26.277, 7.321, 6.822)
H (-27.589, 8.772, 8.258)
H (-26.813, 10.289, 8.444)
H (-26.740, 9.175, 9.821)
H (-26.374, 7.016, 9.440)
H (-25.068, 6.539, 8.275)
H (-24.615, 7.244, 11.125)
H (-23.371, 6.991, 9.782)
H (-24.748, 9.537, 10.746)
H (-22.992, 9.251, 10.239)
H (-24.490, 10.370, 8.323)
H (-23.483, 9.039, 7.933)
C (-30.569, 6.814, 10.869)
C (-30.547, 5.322, 11.060)
C (-31.941, 4.724, 10.814)
N (-32.456, 3.703, 11.924)
C (-31.630, 2.433, 11.923)
C (-33.890, 3.272, 11.537)
C (-34.378, 2.688, 12.852)
C (-33.631, 3.481, 13.946)
C (-32.586, 4.371, 13.247)
H (-31.101, 7.133, 9.916)
H (-29.572, 7.286, 10.800)
H (-31.186, 7.256, 11.697)
H (-30.298, 5.116, 12.132)
H (-29.947, 4.863, 10.273)
H (-32.036, 4.306, 9.841)
H (-32.677, 5.497, 10.837)
H (-32.051, 1.674, 12.582)
H (-30.607, 2.745, 12.164)
H (-31.686, 1.992, 10.922)
H (-33.846, 2.625, 10.666)
H (-34.471, 4.177, 11.430)
H (-34.210, 1.605, 13.003)
H (-35.455, 2.834, 13.006)
H (-33.083, 2.718, 14.537)
H (-34.361, 3.988, 14.593)
H (-31.643, 4.444, 13.782)
H (-33.015, 5.382, 13.027)
C (-25.912, -0.733, -1.888)
C (-24.688, 0.107, -1.673)
N (-24.487, 0.715, -0.243)
C (-25.514, 1.803, 0.065)
C (-24.708, -0.335, 0.749)
C (-23.796, -1.565, 0.681)
C (-23.143, 1.325, -0.291)
C (-22.672, 1.970, 1.022)
O (-23.310, 3.251, 1.121)
C (-22.698, 3.920, 2.218)
H (-25.885, -1.254, -2.888)
H (-26.902, -0.243, -1.847)
H (-26.052, -1.624, -1.254)
H (-24.661, 0.885, -2.436)
H (-23.780, -0.493, -1.847)
H (-25.342, 2.638, -0.642)
H (-25.349, 2.103, 1.116)
H (-26.434, 1.272, -0.083)
H (-25.699, -0.672, 0.560)
H (-24.751, 0.098, 1.727)
H (-22.738, -1.466, 0.650)
H (-24.085, -2.119, -0.207)
H (-24.046, -2.163, 1.561)
H (-23.109, 2.092, -1.023)
H (-22.432, 0.524, -0.486)
H (-21.576, 2.161, 0.859)
H (-22.897, 1.460, 1.943)
H (-23.013, 4.980, 2.268)
H (-21.625, 3.805, 2.145)
H (-22.953, 3.482, 3.191)
C (-32.336, -5.057, 2.340)
C (-32.050, -4.473, 3.743)
N (-33.156, -3.852, 4.522)
C (-33.586, -2.571, 3.825)
C (-34.435, -4.751, 4.501)
C (-34.352, -6.157, 5.087)
C (-32.617, -3.648, 5.932)
C (-33.383, -2.746, 6.829)
O (-34.639, -3.212, 7.353)
C (-34.426, -3.840, 8.630)
H (-32.894, -6.016, 2.365)
H (-31.326, -5.233, 1.952)
H (-32.849, -4.330, 1.699)
H (-31.280, -3.675, 3.691)
H (-31.662, -5.296, 4.294)
H (-34.574, -2.390, 4.296)
H (-33.640, -2.683, 2.775)
H (-32.932, -1.709, 4.060)
H (-34.665, -4.797, 3.430)
H (-35.212, -4.205, 5.014)
H (-34.385, -6.156, 6.160)
H (-33.434, -6.692, 4.825)
H (-35.078, -6.777, 4.564)
H (-31.671, -3.147, 5.794)
H (-32.497, -4.635, 6.409)
H (-33.677, -1.842, 6.282)
H (-32.640, -2.565, 7.615)
H (-34.058, -3.129, 9.377)
H (-33.670, -4.624, 8.537)
H (-35.334, -4.350, 8.944)
C (-37.496, -1.632, 6.989)
C (-37.906, -0.178, 6.800)
N (-38.394, 0.516, 8.044)
C (-37.242, 0.719, 8.978)
C (-38.881, 1.879, 7.585)
C (-37.823, 2.851, 7.127)
C (-39.486, -0.279, 8.728)
C (-40.258, 0.319, 9.922)
O (-39.424, 0.489, 11.056)
C (-39.446, -0.652, 12.008)
H (-36.689, -1.866, 7.782)
H (-37.085, -1.915, 6.044)
H (-38.324, -2.271, 7.228)
H (-38.755, -0.069, 6.072)
H (-37.017, 0.335, 6.489)
H (-36.412, 1.227, 8.497)
H (-36.871, -0.270, 9.224)
H (-37.632, 1.252, 9.829)
H (-39.373, 2.248, 8.455)
H (-39.599, 1.689, 6.818)
H (-37.140, 3.187, 7.955)
H (-38.344, 3.735, 6.735)
H (-37.232, 2.554, 6.272)
H (-38.996, -1.162, 9.131)
H (-40.253, -0.644, 8.025)
H (-41.067, -0.458, 10.087)
H (-40.733, 1.275, 9.779)
H (-38.595, -1.277, 11.904)
H (-40.261, -1.347, 11.777)
H (-39.492, -0.268, 13.007)
C (-30.754, 1.480, -1.337)
C (-31.350, 0.081, -1.399)
N (-32.873, 0.172, -1.668)
C (-33.657, 0.820, -0.484)
C (-33.174, 1.018, -2.904)
C (-32.332, 0.549, -4.104)
C (-33.507, -1.160, -1.929)
C (-33.216, -2.257, -0.783)
O (-34.035, -2.075, 0.358)
C (-35.244, -2.797, 0.184)
H (-29.778, 1.559, -0.816)
H (-31.493, 2.145, -0.846)
H (-30.559, 1.889, -2.334)
H (-31.198, -0.374, -0.443)
H (-30.923, -0.521, -2.182)
H (-33.523, 1.855, -0.629)
H (-33.257, 0.426, 0.489)
H (-34.654, 0.545, -0.710)
H (-32.834, 2.048, -2.700)
H (-34.224, 0.980, -3.109)
H (-31.265, 0.783, -3.945)
H (-32.604, 1.023, -4.996)
H (-32.413, -0.527, -4.250)
H (-33.105, -1.604, -2.801)
H (-34.570, -1.031, -2.066)
H (-32.213, -2.102, -0.404)
H (-33.173, -3.284, -1.182)
H (-35.751, -2.466, -0.718)
H (-35.847, -2.456, 1.075)
H (-35.108, -3.888, -0.003)
C (-33.047, 1.253, 3.950)
C (-32.915, 2.647, 3.418)
N (-31.896, 3.458, 4.054)
C (-31.947, 4.854, 3.572)
C (-31.930, 3.522, 5.557)
C (-33.237, 4.086, 6.016)
C (-30.593, 2.842, 3.598)
C (-29.389, 3.653, 3.245)
O (-29.002, 4.398, 4.412)
C (-27.878, 5.141, 4.149)
H (-33.399, 1.325, 4.953)
H (-32.198, 0.600, 3.846)
H (-33.885, 0.784, 3.459)
H (-33.895, 3.096, 3.562)
H (-32.665, 2.728, 2.376)
H (-31.123, 5.459, 3.939)
H (-32.824, 5.338, 3.962)
H (-32.004, 4.833, 2.486)
H (-31.107, 4.110, 5.944)
H (-31.870, 2.487, 5.915)
H (-33.195, 5.172, 6.070)
H (-33.448, 3.721, 7.018)
H (-34.140, 3.816, 5.460)
H (-30.858, 2.181, 2.777)
H (-30.310, 2.025, 4.334)
H (-29.519, 4.282, 2.341)
H (-28.564, 2.964, 3.034)
H (-26.901, 4.655, 4.188)
H (-27.868, 5.927, 4.887)
H (-27.853, 5.692, 3.255)
B (-33.486, 4.814, 0.194)
F (-33.275, 6.214, 0.241)
F (-34.138, 4.257, -0.942)
F (-32.156, 4.163, 0.420)
F (-34.399, 4.538, 1.295)
B (-29.897, 7.333, 6.746)
F (-30.718, 6.841, 5.636)
F (-30.310, 8.598, 7.179)
F (-30.020, 6.321, 7.823)
F (-28.491, 7.274, 6.431)
B (-33.490, 0.966, 7.929)
F (-33.311, 2.137, 8.712)
F (-33.589, -0.240, 8.678)
F (-34.759, 1.045, 7.258)
F (-32.436, 0.763, 6.899)
B (-30.324, -1.159, 2.300)
F (-29.353, -0.172, 2.041)
F (-31.590, -0.741, 1.753)
F (-30.026, -2.471, 1.796)
F (-30.713, -1.244, 3.723)
B (-25.388, 1.628, 4.605)
F (-25.652, 0.655, 5.630)
F (-26.605, 2.157, 4.040)
F (-24.727, 2.781, 5.155)
F (-24.755, 0.981, 3.557)

Löwdin population analysis, charges in e, atoms 1 to 5: C -0.09; C -0.20; C -0.11; N -0.20; C 0.03

---

Number 1: DFT total energy -552.4697 a.u.. Number 2: DFT total energy -894.0873 a.u.. Number 3: DFT total energy -950.7961 a.u.. Number 4: DFT total energy -497.8064 a.u.. Number 5: DFT total energy -1294.2161 a.u.. Number 6: DFT total energy -1233.5916 a.u.. Number 7: DFT total energy -6206.8769 a.u..